1.
DFT (wB97M-V/def2-TZVPD) results for a cluster of 7 separate species, H14O7 in total.

```
21
Properties=species:S:1:pos:R:3:nbo_charge:R:1
O -7.519 16.465 -8.745 -0.97
H -7.316 17.286 -9.203 0.46
H -7.416 16.672 -7.791 0.49
O -9.263 18.528 -4.914 -0.96
H -10.219 18.381 -4.894 0.50
H -9.161 19.458 -5.149 0.49
O -7.341 16.888 -5.982 -0.98
H -8.088 17.346 -5.523 0.52
H -6.626 17.537 -6.002 0.48
O -9.797 14.376 -7.093 -0.94
H -9.541 13.868 -7.870 0.47
H -9.056 14.976 -6.948 0.47
O -5.218 15.270 -5.070 -0.97
H -5.255 14.481 -5.619 0.47
H -6.072 15.713 -5.222 0.49
O -3.476 18.017 -7.220 -0.93
H -4.089 18.539 -6.696 0.46
H -2.781 17.768 -6.601 0.47
O -9.670 16.567 -2.526 -0.94
H -9.527 17.385 -3.013 0.47
H -9.826 16.843 -1.616 0.47
```

- 2S+1: 1
- SMILES: O.O.O.O.O.O.O
- E_HOMO: -10.862 eV
- Energy above the lowest of the compared OMol25 structures with the same formula, charge and spin: 164.9 kJ/mol
- Charge: 0
- Kohn-Sham gap: 0.388 Eh

2.
DFT (wB97M-V/def2-TZVPD) results for a cluster of 2 separate species, C5H13NO2 in total at a distorted geometry.

```
21
Properties=species:S:1:pos:R:3:nbo_charge:R:1
C -1.473 -0.775 3.082 -0.60
C -0.660 -0.418 1.830 -0.41
C -0.647 -1.552 0.813 -0.38
C -0.168 -1.144 -0.582 -0.50
C 1.059 -0.231 -0.496 0.68
N 0.919 0.973 -1.095 -0.84
O 2.074 -0.590 0.060 -0.63
H -1.192 -0.154 3.933 0.21
H -1.321 -1.820 3.389 0.20
H -2.553 -0.700 2.934 0.20
H -1.168 0.448 1.389 0.19
H 0.329 -0.165 2.125 0.21
H -0.048 -2.370 1.220 0.21
H -1.652 -1.983 0.744 0.20
H 0.208 -2.025 -1.098 0.23
H -0.991 -0.666 -1.114 0.20
H 1.685 1.629 -1.040 0.38
H 0.210 1.363 -1.696 0.42
O -0.540 2.849 -3.047 -0.96
H -0.866 2.903 -3.950 0.49
H 0.003 3.612 -2.845 0.48
```

- 2S+1: 1
- SMILES: CCCCC(N)=O.O
- E_HOMO: -9.445 eV
- Energy above the lowest of the compared OMol25 structures with the same formula, charge and spin: 32.2 kJ/mol
- Charge: 0
- Kohn-Sham gap: 0.363 Eh

3.
DFT (wB97M-V/def2-TZVPD) results for a structure of composition C28H37ClIrN4P2 at a distorted geometry.

```
73
Properties=species:S:1:pos:R:3:lowdin_spin:R:1
Ir 0.456 -1.874 1.154 1.58
C -0.424 1.384 4.591 0.00
C -1.187 1.696 3.534 0.00
C -0.934 2.793 2.578 0.00
C -0.185 2.440 1.256 0.00
C 1.148 1.892 1.535 0.00
C 2.026 2.006 2.557 0.00
C 1.732 2.673 3.860 0.00
C 0.854 1.982 4.967 0.00
C 1.456 -1.506 3.006 0.36
H -0.691 0.444 5.138 0.00
H -2.004 1.015 3.240 0.00
H -0.373 3.601 3.057 0.00
H -1.902 3.205 2.251 0.00
H -0.797 1.686 0.706 0.00
H -0.025 3.356 0.671 0.00
H 1.513 1.198 0.754 0.00
H 2.955 1.409 2.558 0.00
H 1.356 3.652 3.683 0.00
H 2.722 2.717 4.299 0.00
H 1.466 1.219 5.530 0.00
H 0.648 2.779 5.722 0.00
H 1.063 -1.001 3.932 0.03
H 2.496 -1.104 2.863 0.02
H 1.480 -2.638 3.135 0.04
P 1.558 -1.316 -0.561 0.15
P -2.214 -0.108 -0.439 0.03
N 2.768 -0.138 -0.839 0.02
N 2.005 -2.577 -1.575 0.03
N -2.149 1.315 -1.721 0.04
N -3.819 -0.712 -1.335 0.04
C 0.248 -0.452 -1.483 0.04
C -1.097 -1.195 -1.305 0.10
C 4.009 -0.271 -0.184 0.05
C 4.904 0.661 -0.789 0.01
C 4.199 1.284 -1.885 0.02
C 2.909 0.745 -1.917 0.04
C 2.564 -3.773 -1.153 0.01
C 2.986 -4.467 -2.294 0.00
C 2.711 -3.591 -3.419 0.01
C 2.148 -2.431 -2.947 0.00
C -3.179 2.226 -1.575 0.29
C -3.059 3.208 -2.569 0.12
C -1.885 2.920 -3.349 0.08
C -1.417 1.685 -2.874 0.30
C -4.578 -0.202 -2.395 0.36
C -5.320 -1.248 -2.977 0.12
C -5.069 -2.429 -2.199 0.11
C -4.153 -2.077 -1.187 0.36
H 0.474 -0.556 -2.549 0.00
H 0.153 0.595 -1.124 0.00
H -1.604 -1.510 -2.259 0.01
H -1.115 -2.100 -0.599 0.04
H 4.138 -0.911 0.646 0.00
H 5.893 0.831 -0.526 0.00
H 4.550 2.031 -2.566 0.00
H 2.073 0.921 -2.572 0.00
H 2.595 -4.023 -0.115 0.00
H 3.427 -5.461 -2.337 0.00
H 2.908 -3.804 -4.470 0.00
H 1.829 -1.520 -3.457 0.00
H -3.909 2.120 -0.764 0.01
H -3.760 4.018 -2.682 0.00
H -1.519 3.528 -4.187 0.00
H -0.618 1.108 -3.273 0.01
H -4.534 0.861 -2.707 0.02
H -5.958 -1.129 -3.857 0.00
H -5.510 -3.414 -2.356 0.00
H -3.692 -2.706 -0.404 0.01
Cl -1.440 -2.690 3.670 0.13
C -1.286 -2.554 1.912 0.33
H -0.775 -3.488 1.536 0.04
H -2.240 -2.231 1.433 0.02
```

- 2S+1: 6
- E_HOMO (alpha / beta): -11.677 / -12.717 eV
- Energy above the lowest of the compared OMol25 structures with the same formula, charge and spin: 196.6 kJ/mol
- Charge: +2
- Kohn-Sham gap (alpha / beta): 0.183 / 0.084 Eh

4.
DFT (wB97M-V/def2-TZVPD) results for a structure of composition C4H27NO13 at a distorted geometry.

```
45
Properties=species:S:1:pos:R:3:nbo_charge:R:1
C -2.248 0.709 -0.990 -0.04
O -1.568 1.876 -0.881 -0.89
C -1.302 -0.541 -0.487 -0.05
C -2.021 -1.939 -0.886 -0.54
C -1.348 -3.196 -0.256 0.79
O -1.152 -4.193 -1.049 -0.80
O -0.972 -3.181 0.933 -0.78
N 0.077 -0.383 -0.924 -0.92
H -2.466 0.473 -2.090 0.10
H -3.211 0.791 -0.449 0.15
H -1.352 -0.387 0.624 0.19
H -3.035 -1.782 -0.548 0.22
H -1.998 -1.895 -1.965 0.20
H 0.290 -0.829 -1.812 0.37
H 0.265 0.628 -0.946 0.40
H 0.928 -1.334 1.307 0.46
H -0.163 -2.223 1.828 0.51
O 0.596 -1.614 2.177 -1.03
H 2.886 2.409 1.275 0.49
H 1.461 2.699 0.839 0.51
O 2.433 2.945 0.611 -1.03
H 3.596 0.538 -0.523 0.51
H 2.690 -0.747 -0.277 0.49
O 3.609 -0.386 -0.181 -0.97
H -0.594 1.205 -3.502 0.45
H -0.787 1.999 -2.212 0.50
O -0.202 1.981 -3.057 -1.02
H -2.579 -1.755 2.008 0.48
H -2.688 -0.332 2.343 0.49
O -3.195 -1.129 2.462 -0.99
H -0.574 0.205 3.077 0.49
H -0.610 1.436 2.315 0.50
O -1.252 0.884 2.837 -1.01
H 2.450 2.537 -1.012 0.50
H 1.794 1.860 -2.216 0.49
O 2.653 2.070 -1.854 -1.02
H 1.035 -2.428 -1.365 0.45
H 0.348 -3.712 -1.712 0.50
O 1.178 -3.186 -1.956 -1.00
H 2.273 0.772 2.455 0.47
H 3.166 0.123 1.361 0.50
O 3.175 0.703 2.165 -0.99
H -0.417 3.472 1.307 0.46
H -0.983 2.289 0.182 0.52
O -0.186 2.567 1.044 -1.10
```

- 2S+1: 1
- E_HOMO: -2.986 eV
- Energy above the lowest of the compared OMol25 structures with the same formula, charge and spin: 216.6 kJ/mol
- Charge: -2
- Kohn-Sham gap: 0.305 Eh

5.
DFT (wB97M-V/def2-TZVPD) results for a structure of composition C4H6N2.

```
12
Properties=species:S:1:pos:R:3:nbo_charge:R:1
C -1.685 -0.358 0.288 -0.63
C -0.250 0.034 0.133 -0.30
C 0.828 -0.666 -0.561 0.34
N 2.112 -0.438 -0.185 -0.49
N 1.719 1.045 -0.460 -0.43
C 0.440 1.205 0.081 0.08
H -2.263 -0.220 -0.639 0.21
H -1.783 -1.409 0.577 0.22
H -2.174 0.239 1.064 0.23
H 0.689 -1.225 -1.492 0.20
H 2.221 -0.420 0.830 0.36
H 0.145 2.214 0.363 0.21
```

- 2S+1: 1
- E_HOMO (alpha / beta): -7.504 / -7.503 eV
- Energy above the lowest of the compared OMol25 structures with the same formula, charge and spin: 543.5 kJ/mol
- Charge: 0
- Kohn-Sham gap (alpha / beta): 0.260 / 0.260 Eh

6.
DFT (wB97M-V/def2-TZVPD) results for a cluster of 2 separate species, C15H32O4P in total at a distorted geometry.

```
52
Properties=species:S:1:pos:R:3:nbo_charge:R:1
C 2.093 -3.234 2.198 -0.61
C 3.132 -3.169 1.085 -0.43
C 2.587 -3.276 -0.363 -0.41
C 1.184 -2.734 -0.624 -0.40
C 1.093 -1.212 -0.897 -0.39
C 2.167 -0.332 -0.242 -0.42
C 1.733 0.342 1.088 -0.41
C 1.993 1.855 1.127 -0.38
C 0.829 2.707 0.602 -0.40
C 0.614 2.573 -0.899 -0.41
C -0.537 3.416 -1.455 -0.38
C -1.824 3.462 -0.629 -0.52
C -2.475 2.116 -0.411 0.81
O -1.903 1.086 -0.111 -0.56
O -3.850 2.149 -0.555 -0.55
C -4.355 1.181 -1.480 -0.39
P -4.619 -0.495 -0.703 1.03
C -5.485 -0.037 0.845 -0.97
O -5.855 -1.086 -1.663 -0.98
H 1.725 -4.254 2.333 0.18
H 1.247 -2.565 2.044 0.18
H 2.571 -2.950 3.136 0.22
H 3.784 -2.300 1.159 0.28
H 3.802 -4.014 1.233 0.21
H 3.278 -2.712 -0.995 0.21
H 2.654 -4.305 -0.725 0.19
H 0.794 -3.244 -1.510 0.19
H 0.477 -2.993 0.164 0.19
H 0.122 -0.873 -0.530 0.20
H 1.072 -1.044 -1.975 0.19
H 2.390 0.479 -0.938 0.19
H 3.112 -0.837 -0.074 0.24
H 0.688 0.139 1.318 0.19
H 2.374 -0.086 1.859 0.23
H 2.896 2.093 0.560 0.20
H 2.202 2.140 2.159 0.20
H 1.015 3.752 0.869 0.18
H -0.068 2.365 1.118 0.20
H 0.411 1.528 -1.131 0.22
H 1.546 2.808 -1.417 0.20
H -0.767 3.141 -2.484 0.20
H -0.183 4.450 -1.507 0.20
H -2.551 4.073 -1.162 0.23
H -1.678 3.935 0.341 0.24
H -5.317 1.564 -1.829 0.20
H -3.693 1.090 -2.340 0.19
H -6.276 -0.773 0.972 0.24
H -4.748 -0.135 1.636 0.25
H -5.900 0.968 0.824 0.23
H -5.406 -1.569 -2.356 0.49
O 6.056 -2.202 1.434 -1.35
H 5.849 -2.981 0.901 0.38
```

- 2S+1: 1
- E_HOMO: -2.226 eV
- Charge: -1
- Kohn-Sham gap: 0.159 Eh